No. 1
Formula: C3H6O3
Source: the Open Molecules 2025 dataset
Level of theory: ωB97M-V with the def2-TZVPD basis set

```
12
C3H6O3, DFT ωB97M-V with the def2-TZVPD basis set
C 1.41730 -1.32043 -0.94629
C 1.18903 -0.10496 -1.42266
O 0.21026 0.74584 -1.00515
H 1.88588 -2.10880 -1.51920
H 1.07924 -1.62604 0.03924
H 1.75210 0.36659 -2.22140
H -0.51359 0.24944 -0.60225
O -1.05909 -0.72454 1.80127
C -1.29156 0.44189 1.78999
O -1.93553 1.02068 0.74344
H -1.08344 1.11455 2.63379
H -1.65061 1.94579 0.70920
```

## Properties
**Charge**: 0
**LUMO level**: 0.59 eV
**Relative energy (zero: lowest compared OMol25 entry of this formula, charge and spin)**: 179.3 kJ/mol
**Frontier orbital gap**: 9.4 eV
**Largest force on an atom**: 0.0168 Eh/bohr

=====

No. 2
Formula: C3H6O3
Source: the Open Molecules 2025 dataset
Level of theory: ωB97M-V with the def2-TZVPD basis set

```
12
C3H6O3, DFT ωB97M-V with the def2-TZVPD basis set
C 2.03800 -0.44510 0.03299
O 0.67212 -0.70842 0.38353
C -0.19350 0.21367 -0.03748
O 0.12043 1.22768 -0.62242
C -1.64207 -0.10065 0.29159
O -2.48530 0.59469 -0.58144
H 2.15334 -0.46713 -1.05416
H 2.35003 0.53444 0.40266
H 2.62283 -1.24004 0.49459
H -1.83157 -1.17448 0.20291
H -1.81652 0.18366 1.34265
H -1.98780 1.38168 -0.85543
```

## Properties
**Charge**: 0
**LUMO level**: 0.81 eV
**Relative energy (zero: lowest compared OMol25 entry of this formula, charge and spin)**: 70.5 kJ/mol
**Frontier orbital gap**: 11.4 eV
**Largest force on an atom**: 0.0096 Eh/bohr

=====

No. 3
Formula: C3H6O3
Source: the Open Molecules 2025 dataset
Level of theory: ωB97M-V with the def2-TZVPD basis set

```
12
C3H6O3, DFT ωB97M-V with the def2-TZVPD basis set
C -0.68778 1.41037 -1.16104
C -0.26354 0.74504 -0.10898
O -1.20571 0.23518 0.76167
O 0.99788 0.45702 0.13189
C 1.24554 -1.00223 0.33768
O 0.55067 -1.53592 1.41506
H 0.06135 1.59839 -1.82238
H -1.64785 1.93868 -1.17515
H -2.10772 0.39221 0.26183
H 2.27464 -1.11372 0.64273
H 1.18059 -1.49802 -0.61076
H -0.39807 -1.62699 1.32746
```

## Properties
**Charge**: 0
**LUMO level**: 0.67 eV
**Relative energy (zero: lowest compared OMol25 entry of this formula, charge and spin)**: 234.0 kJ/mol
**Frontier orbital gap**: 9.6 eV
**Largest force on an atom**: 0.0616 Eh/bohr

=====

No. 4
Formula: C3H6O3
Source: the Open Molecules 2025 dataset
Level of theory: ωB97M-V with the def2-TZVPD basis set

```
12
C3H6O3, DFT ωB97M-V with the def2-TZVPD basis set
C 2.20263 -0.93352 0.77071
C 2.30420 -0.36276 -0.42069
O 1.22057 0.17170 -1.05763
H 2.96686 -1.59014 1.14446
H 1.25764 -0.81590 1.27715
H 3.27405 -0.15029 -0.86001
H 1.52425 0.77645 -1.74701
O -2.68559 0.74280 -0.49888
C -2.18347 0.59277 0.57504
O -1.07071 -0.14535 0.75641
H -2.55958 1.05218 1.49177
H -0.73045 -0.21694 -0.15584
```

## Properties
**Charge**: 0
**LUMO level**: 0.63 eV
**Relative energy (zero: lowest compared OMol25 entry of this formula, charge and spin)**: 152.2 kJ/mol
**Frontier orbital gap**: 9.9 eV
**Largest force on an atom**: 0.0177 Eh/bohr